1.
This record from the OMol25 dataset describes the molecule C7H12Cl4. The level of theory is ωB97M-V/def2-TZVPD.

Values from the calculation:
DFT total energy   -57543.968 eV
HOMO-LUMO gap   0.429 hartree
Spin multiplicity   1
SMILES   ClC(Cl)CCCCCC(Cl)Cl

XYZ file:
```
23
Properties=species:S:1:pos:R:3:forces:R:3:nbo_charge:R:1
Cl -3.1644 1.3583 -2.2673 0.1383 0.0047 0.3538 -0.024
C -2.2513 0.2345 -1.2274 0.2947 -0.7783 -0.4401 -0.181
Cl -3.1943 -1.2868 -0.9720 0.1802 0.4652 -0.0772 -0.045
C -1.7716 0.8105 0.0727 0.5064 0.1925 0.2804 -0.456
C -0.4787 1.6508 -0.0740 -0.7331 -0.2453 0.3788 -0.400
C 0.6154 0.9882 -0.8867 0.5249 -0.4859 -0.1476 -0.404
C 0.9754 -0.4781 -0.4764 -0.1496 0.7644 -0.0265 -0.409
C 1.3566 -0.5682 0.9944 -0.8516 0.2684 -0.1334 -0.445
C 1.7255 -1.9661 1.4493 -0.7158 0.1334 0.2226 -0.196
Cl 3.2678 -2.5281 0.8116 0.1537 -0.0465 -0.2761 -0.014
Cl 1.8230 -1.9196 3.2446 -0.1200 -0.3360 -0.1818 -0.039
H -1.3731 -0.0410 -1.8039 -0.3704 -0.2641 -0.2280 0.213
H -1.5877 0.0006 0.7942 -0.1370 0.0738 -0.3824 0.226
H -2.5513 1.4248 0.4757 -0.4817 0.3364 0.4477 0.231
H -0.1093 1.8055 0.9477 -0.1030 0.2364 -0.1813 0.211
H -0.7356 2.6298 -0.4968 0.1909 -0.1490 0.0664 0.221
H 1.5005 1.6296 -0.7780 0.0110 -0.2693 -0.1582 0.216
H 0.3563 0.9955 -1.9525 0.1269 0.0441 0.1108 0.206
H 1.8404 -0.8002 -1.0496 0.0033 -0.0584 -0.3047 0.223
H 0.1466 -1.1546 -0.7132 0.0610 -0.0048 0.0657 0.197
H 2.1605 0.1406 1.1536 0.3659 -0.0351 0.3618 0.223
H 0.5072 -0.2367 1.6274 0.4544 -0.2617 -0.2730 0.220
H 0.9422 -2.6894 1.1267 0.6505 0.4150 0.5222 0.227
```
Positions in Å, forces in eV/Å.

2.
This record from the OMol25 dataset describes a cluster of 10 separate species, C19H39Cl6F12N3O9S in total at a distorted geometry. The level of theory is ωB97M-V/def2-TZVPD.

Values from the calculation:
DFT total energy   -161783.605 eV
Charge   +3
HOMO-LUMO gap (spin up / spin down)   0.270 / 0.086 hartree
Spin multiplicity   2

XYZ file:
```
89
Properties=species:S:1:pos:R:3:forces:R:3:mulliken_spin:R:1
N -3.4943 -2.1542 4.0875 -0.9982 -1.0417 -0.1520 0.000
H -4.4573 -2.0979 4.3870 -0.3090 0.4815 1.2850 0.000
H -2.7363 -2.1555 4.7550 -0.5266 -0.2450 0.6648 0.000
H -3.3422 -1.4051 3.4274 0.4183 0.7001 -1.2698 0.000
H -3.5387 -3.0366 3.5981 0.6746 -0.4987 -0.6207 0.000
N 1.4709 -2.9464 2.6198 0.9765 0.5720 0.3057 0.000
H 1.1998 -3.9143 2.5216 0.4039 -1.1131 0.0451 0.000
H 1.5732 -2.6056 3.5651 -0.2781 -0.4396 0.3326 0.000
H 0.7357 -2.4689 2.1183 -1.0615 0.9048 -0.4981 0.000
H 2.3340 -2.7041 2.1545 0.5536 -0.5644 -0.7191 0.000
N -0.0626 0.1950 4.8201 -0.0125 0.0759 0.6694 0.000
H -0.0747 0.9969 5.4342 0.4126 0.1903 0.8104 0.000
H 0.7206 -0.4309 4.9422 0.4744 0.1338 0.5988 0.000
H 0.0206 0.5682 3.8853 -0.3170 0.1022 -1.6643 0.000
H -0.9166 -0.3276 4.9523 -0.3329 0.0427 -0.2413 0.000
C -1.5778 0.0496 -0.1210 1.3263 -0.0413 -0.7070 0.002
F -1.6439 -0.9241 -0.9823 -0.0372 -1.1524 -0.1017 0.000
F -0.6126 0.8726 -0.5594 0.8153 -0.0368 0.8042 0.005
F -2.6605 0.7542 -0.2261 -1.7497 0.4576 1.0481 0.001
S -1.1987 -0.6235 1.6604 -0.1212 -1.3671 0.2361 0.000
O -2.4605 -0.5099 2.3894 0.3947 1.1946 -0.3975 0.000
O -0.7907 -2.0423 1.6617 -0.5124 1.0771 -0.9972 0.000
O -0.1151 0.2191 2.1342 -0.1562 0.4061 -0.0798 0.000
C 5.1801 5.4424 -2.9499 0.0912 1.2333 0.9189 0.002
C 5.4640 4.0047 -2.6106 -1.8641 -0.6766 -1.5286 0.000
O 4.5087 3.6807 -1.5241 -0.3905 -1.6572 1.5420 0.005
C 4.2268 2.3998 -1.1400 2.2410 -1.6433 -2.1800 -0.001
O 4.7088 1.3577 -1.6435 -1.9514 3.5852 1.8952 0.003
C 3.2075 2.3043 0.1008 1.2189 2.2486 -1.3340 -0.001
F 3.2723 3.4229 0.8620 -0.6842 -0.2484 -0.8339 0.000
F 1.9410 2.1041 -0.3525 0.4388 0.2150 0.3256 -0.004
F 3.5597 1.3468 0.8841 0.0628 -1.8541 0.6438 0.000
H 4.1512 5.6527 -3.2417 -0.1607 -0.6294 -0.3119 0.001
H 5.8066 5.8835 -3.7252 0.2096 -0.3994 0.0651 0.000
H 5.2614 6.0716 -2.0635 0.4827 0.0471 0.1148 0.001
H 6.4999 3.6946 -2.4731 -0.2288 0.1905 0.7279 0.001
H 5.0559 3.4411 -3.4495 0.4830 -0.4368 -0.1227 0.001
C 5.9750 -2.4089 -2.6014 -0.0377 -0.3328 0.2669 0.000
C 5.0211 -2.8315 -1.4819 0.6331 0.3305 -0.3816 0.000
O 3.7175 -2.6340 -2.0841 -4.3911 0.3383 1.9472 0.000
C 2.4913 -2.5855 -1.3321 5.7374 -2.7633 3.4942 0.000
O 2.4236 -2.9364 -0.1100 -0.1410 1.7568 -4.4404 0.000
C 1.3206 -2.1325 -2.1697 3.4637 -0.0552 1.2399 -0.001
F 1.3196 -0.8112 -1.9939 -0.5238 1.1569 -1.0084 0.000
F 1.5114 -2.5431 -3.3828 -0.6830 0.4756 -1.5123 0.000
F 0.2717 -2.6163 -1.6454 -3.2107 -1.1163 0.5900 0.000
H 5.9220 -3.1256 -3.4209 0.0338 -0.0943 0.0917 0.000
H 6.9914 -2.4139 -2.2075 0.0265 0.1143 -0.1234 0.000
H 5.7279 -1.4389 -3.0329 0.0338 0.0918 0.3739 0.000
H 5.1473 -2.2533 -0.5665 -0.3081 0.3425 -0.1385 0.000
H 5.2282 -3.8643 -1.2018 -0.5604 -0.1950 -0.1921 0.000
C -5.5215 2.0759 0.2007 -0.7982 -0.2873 -0.8373 0.000
C -6.4744 0.9031 -0.0966 -0.0747 0.7323 1.5869 0.000
O -5.7962 -0.2080 -0.7060 0.1069 -2.0501 0.7397 0.000
C -5.3447 -1.2250 0.0932 0.5582 5.5905 3.4372 0.000
O -5.2957 -1.1614 1.3452 -0.4265 -0.7576 -3.5515 0.000
C -4.6483 -2.2976 -0.6530 0.8869 0.4867 -1.5504 0.000
F -3.4633 -2.6608 -0.1522 0.1533 0.2831 0.3081 0.000
F -5.4828 -3.2585 -0.4125 -0.9470 -2.5815 -1.1131 0.000
F -4.4207 -2.0025 -1.9770 -0.7352 -0.7802 1.6618 0.000
H -4.7946 1.8616 0.9841 -0.2193 -0.0288 0.0709 0.000
H -6.1992 2.8913 0.4536 0.2824 0.1632 0.4298 0.000
H -5.0027 2.4081 -0.6985 0.0996 -0.1501 -0.0911 0.000
H -7.3668 1.2142 -0.6398 0.6091 -0.2083 -1.0074 0.000
H -6.9520 0.6289 0.8441 0.4510 -0.5442 0.2053 0.000
Cl 0.4680 -7.6714 -1.4650 -0.1233 0.8547 -0.4400 0.000
C 0.0565 -5.8903 -1.5724 0.0313 -1.0647 1.8653 0.000
C -0.4866 -5.5258 -0.1237 0.2752 0.1433 -2.1182 0.000
Cl 0.6192 -5.9341 1.2433 -0.4663 0.1891 -0.4004 0.000
H -0.8002 -5.8090 -2.2414 0.2471 0.1409 -0.0931 0.000
H 0.9442 -5.3747 -1.9387 -0.1995 0.0296 0.2159 0.000
H -1.4103 -6.1042 -0.1410 0.1499 -0.0961 1.0436 0.000
H -0.7272 -4.4647 -0.0582 0.1184 -0.0458 0.0773 0.000
Cl -1.4302 5.3061 1.0490 0.0662 -0.5444 -0.0411 0.025
C -1.8763 3.6819 1.6591 -0.7326 -0.2794 -1.2404 -0.003
C -1.2042 3.2606 2.9195 -0.5702 -0.3953 0.4252 -0.001
Cl 0.5635 3.2906 2.6305 -0.3327 0.0235 0.7588 0.000
H -1.6399 2.8677 0.9740 0.6112 0.5542 -0.7235 0.001
H -2.9636 3.6420 1.5933 -0.0931 0.2405 0.9937 0.001
H -1.5095 2.2224 3.0503 0.1917 -0.2667 -0.1108 0.001
H -1.5776 3.7324 3.8283 0.7525 0.7152 -0.0998 0.000
Cl 1.3531 4.8374 -2.7756 -1.6053 -1.3731 0.3790 0.384
C 0.0118 3.6344 -2.3892 1.5848 1.3110 0.0042 0.008
C -1.1677 3.6752 -3.3701 -0.9236 -0.0400 0.0709 0.025
Cl -2.3506 4.7387 -2.6115 0.1500 0.5884 0.1623 0.431
H -0.1961 3.7632 -1.3270 -0.2850 0.3003 0.0201 0.010
H 0.4622 2.6426 -2.4275 0.2602 -0.3485 -0.4264 0.096
H -1.7400 2.7478 -3.3931 0.7424 -0.3005 -0.2468 -0.003
H -0.9203 4.0420 -4.3663 0.1459 -0.0669 0.1546 0.009
```
Positions in Å, forces in eV/Å.

3.
This record from the OMol25 dataset describes the ion C3H8N3S with charge +1 at a distorted geometry. The level of theory is ωB97M-V/def2-TZVPD.

Values from the calculation:
DFT total energy   -18537.824 eV
Charge   +1
HOMO-LUMO gap   0.336 hartree
Spin multiplicity   1

XYZ file:
```
15
Properties=species:S:1:pos:R:3:forces:R:3:nbo_charge:R:1
C 0.7496 -0.9590 0.0089 -0.6995 0.9922 0.8444 0.384
C 1.2689 2.1202 -0.0068 3.3551 -0.3644 2.3825 -0.672
C -1.2541 0.3204 0.1298 -1.6619 1.1709 0.0234 0.208
N -0.6199 -0.9023 0.0466 1.9923 2.8450 -0.6331 -0.614
N 1.2981 -2.1796 0.0255 -1.4796 1.8924 -0.3720 -0.742
N -2.5883 0.3066 -0.0371 1.6975 -1.5383 0.0760 -0.745
S 1.8643 0.3841 0.0418 0.0580 -0.8637 0.0313 0.359
H 0.6595 2.2474 -0.8133 -0.8506 0.6050 -2.7920 0.240
H 2.3864 2.6205 0.0465 -3.1888 -0.8521 -0.3833 0.269
H 0.6121 2.3515 0.8100 0.3423 0.0811 0.8634 0.261
H -1.0476 -1.7482 -0.0831 -1.7654 -2.8003 -0.2524 0.381
H 0.7494 -2.9003 -0.4016 0.4335 -0.8338 0.2767 0.425
H 2.2198 -2.2242 0.3703 1.2052 -0.7894 -0.1507 0.441
H -3.1131 -0.5290 -0.2994 0.0746 0.0553 0.1622 0.377
H -3.1851 1.0920 0.1618 0.4873 0.4000 -0.0765 0.427
```
Positions in Å, forces in eV/Å.

4.
This record from the OMol25 dataset describes a structure of composition C18H20BrN5O5PtS at a distorted geometry. The level of theory is ωB97M-V/def2-TZVPD.

Values from the calculation:
DFT total energy   -120782.129 eV
Charge   +2
HOMO-LUMO gap (spin up / spin down)   0.154 / 0.153 hartree
Spin multiplicity   1

XYZ file:
```
51
Properties=species:S:1:pos:R:3:forces:R:3:nbo_charge:R:1
Pt -0.0436 0.6079 1.6771 -0.0109 -0.2198 0.1377 1.029
O 5.2559 0.2844 -0.5105 -0.1025 -0.0771 -0.2268 -0.661
C 4.5674 1.4502 -0.3476 -0.0190 0.2335 -0.0090 0.306
C 5.1323 2.5784 -0.9375 -0.0299 -0.0551 0.0833 -0.249
C 4.4930 3.7983 -0.8513 -0.0397 0.0177 0.0137 -0.143
C 3.2796 3.9180 -0.1753 0.0313 0.0153 -0.0217 -0.226
C 2.7135 2.7997 0.3978 -0.1859 0.1504 0.0215 -0.187
C 3.3436 1.5594 0.3220 0.1297 -0.0934 -0.1975 -0.140
C 2.6391 0.3454 0.8891 0.0006 0.2351 0.7279 0.239
O 1.9233 0.5193 2.0316 0.1060 -0.0240 -0.3450 -0.750
N 1.7317 -0.1372 -0.2146 -0.7749 -0.6090 0.3309 -0.163
N 0.4847 -0.2784 0.0300 0.6092 0.4407 -0.6953 -0.079
C -0.3122 -0.8218 -0.9942 -0.3420 -0.0023 0.0266 -0.078
C -1.4208 -1.5751 -0.7714 0.3539 -0.1711 0.1409 -0.116
Br -1.9509 -2.2207 0.8738 0.1369 -0.1391 -0.0245 0.345
C -2.3139 -1.9679 -1.8510 0.0004 0.0681 -0.2636 0.101
C -2.0717 -2.1704 -3.1979 0.0246 -0.2149 0.2447 -0.164
C -3.2203 -2.1689 -4.0544 -0.0214 -0.0738 -0.0213 -0.040
C -3.0718 -2.3072 -5.4105 -0.0463 0.0250 0.0382 -0.176
C -1.7977 -2.5245 -5.9353 0.0007 -0.0070 -0.0095 -0.013
C -0.6603 -2.6097 -5.1144 0.0441 0.0053 0.0372 -0.224
C -0.7841 -2.4326 -3.7663 0.0338 0.0783 -0.0069 -0.088
H 5.1122 -0.3337 0.2076 0.0627 -0.0941 0.2274 0.480
H 6.0818 2.4711 -1.4437 0.0063 -0.0018 0.0101 0.249
H 4.9469 4.6690 -1.3051 -0.0044 -0.0003 -0.0015 0.239
H 2.7878 4.8776 -0.1018 0.0021 0.0029 0.0043 0.235
H 1.7620 2.8762 0.9160 0.1186 -0.0167 -0.0227 0.211
H 3.3265 -0.5029 1.0236 0.0300 -0.0684 -0.2041 0.201
H 2.1038 -0.3681 -1.1353 0.0733 -0.1807 -0.0361 0.426
H 0.0083 -0.6125 -2.0040 -0.0038 0.2202 -0.1019 0.239
H -3.3396 -2.1180 -1.5205 -0.0541 0.3208 0.0246 0.268
H -4.2010 -2.0188 -3.6197 0.0079 0.0025 0.0121 0.248
H -3.9318 -2.2725 -6.0643 0.0042 0.0022 -0.0004 0.256
H -1.6841 -2.6646 -7.0033 0.0015 0.0010 -0.0020 0.255
H 0.2998 -2.8443 -5.5526 -0.0101 0.0026 -0.0025 0.259
H 0.0716 -2.5787 -3.1207 -0.0089 0.0351 0.0216 0.229
C -3.1820 -1.3059 5.5415 0.0173 0.0404 -0.0339 -0.258
O -2.6411 0.0181 5.3207 0.0049 -0.0990 -0.0350 -0.485
C -1.7378 0.1198 4.3642 -0.4230 -0.0828 0.4917 0.888
O -1.3120 -0.7525 3.6547 0.1429 -0.7420 -0.1373 -0.657
N -1.3371 1.4191 4.2622 -0.2884 0.4655 0.0944 -0.479
N -0.2566 1.7053 3.4349 0.4145 0.1753 -0.3583 -0.581
H -3.8226 -1.2075 6.4095 -0.0120 -0.0115 -0.0015 0.222
H -2.3740 -2.0069 5.7318 -0.0004 -0.0156 0.0122 0.204
H -3.7560 -1.6138 4.6708 -0.0132 -0.0055 0.0086 0.199
H -1.5331 2.0530 5.0193 0.0260 0.1099 0.0768 0.422
H 0.6310 1.5964 3.9310 0.0948 -0.0258 -0.0213 0.414
H -0.3271 2.6757 3.1452 -0.0761 0.1543 -0.0266 0.423
O -4.2938 0.0278 0.9386 -0.2713 -0.3776 -0.1582 -0.924
S -3.3756 1.1460 1.0107 0.2466 0.1766 0.0386 1.470
N -1.9432 0.8990 1.1994 0.0135 0.4294 0.1392 -1.179
```
Positions in Å, forces in eV/Å.